{"formula": "C8H15O5Pd", "method": "ωB97M-V/def2-TZVPD", "species": ["C", "O", "C", "C", "O", "C", "C", "O", "H", "H", "H", "H", "H", "H", "H", "H", "O", "C", "C", "O", "C", "Pd", "H", "H", "H", "H", "H", "H", "H"], "positions_angstrom": [[2.533986, -0.348269, 2.118141], [2.196861, -1.269346, 1.367502], [0.932443, -1.998254, 1.540410], [0.443002, -2.397431, 0.174509], [-0.047232, -1.271236, -0.562058], [0.751672, -0.803097, -1.657850], [0.762843, 0.712343, -1.706740], [1.187579, 1.313623, -2.646935], [1.830453, 0.064591, 2.855133], [3.460916, 0.175772, 1.861974], [0.243511, -1.343642, 2.088188], [1.183380, -2.889331, 2.127346], [1.224588, -2.897296, -0.409363], [-0.381415, -3.107852, 0.314588], [0.350094, -1.220150, -2.591111], [1.792387, -1.130701, -1.532635], [-1.549227, 0.220001, -1.900994], [-1.929864, 1.524247, -1.612981], [-2.433454, 1.675755, -0.177635], [-1.561462, 0.898598, 0.686143], [-0.365424, 1.527861, 1.053694], [-1.473027, -0.532586, -0.339656], [-2.713243, 1.918679, -2.285355], [-1.042526, 2.182814, -1.713883], [-3.445173, 1.265840, -0.057991], [-2.433256, 2.716737, 0.170924], [-0.587940, 1.782337, 2.098003], [0.657836, 1.882977, 1.172027], [0.411692, 1.347015, -0.433394]], "atomic_forces_ev_per_a": [[-0.4083, 1.1621, -0.5622], [0.6244, -0.1387, 0.1000], [-0.3623, -0.3114, 0.1654], [0.4463, -0.9225, 0.2601], [15.2995, -8.4220, -1.8847], [1.4808, -0.0860, -1.3590], [0.3566, 1.6613, 1.4464], [-0.7068, -0.5717, 1.4413], [0.3178, -0.4102, 0.2216], [0.1060, -0.3741, 0.3078], [0.0534, -0.1499, -0.0764], [-0.0626, 0.1770, -0.0918], [-0.1040, 0.0504, 0.1578], [0.1254, 0.1272, -0.0892], [0.1331, 0.2439, 0.2190], [-0.2194, -0.0640, 0.0843], [-1.3766, 3.9992, -7.9883], [0.1596, 2.3982, -0.7250], [-1.3322, 1.6258, -0.8410], [0.7089, 6.2685, 4.0496], [-1.1442, 1.6499, 5.8016], [-15.2486, -5.1181, 5.8273], [0.2535, -0.3195, 0.1603], [-0.5970, 0.0407, -0.1730], [0.2704, -0.1422, 0.3059], [-0.0487, -0.2093, -0.1831], [-0.6356, 0.3600, 0.1333], [0.6676, -0.6514, -2.3340], [1.2430, -1.8736, -4.3739]], "homo_ha": [-0.562, -0.595], "multiplicity": 4, "relative_energy_kcal_mol": 77.16, "lumo_energy_ev": [-9.9, -10.0], "energy_ev": -22221.12923, "orbital_gap_ev": [5.413, 6.236], "total_charge": 2}